152
Properties=species:S:1:pos:R:3 method="wB97M-V/def2-TZVPD" charge=0 smiles="COP(=O)(OC)OC.COP(=O)(OC)OC.COP(=O)(OC)OC.COP(=O)(OC)OC.COP(=O)(OC)OC.COP(=O)(OC)OC.COP(=O)(OC)OC.COP(=O)(OC)OC.BrCCBr.BrCCBr" de_lowest_kcal_mol=167.2 total_energy_ev=-450344.704
C 2.118 0.287 -10.309
O 1.133 -0.440 -11.046
P -0.229 0.405 -11.535
O -0.020 1.765 -12.135
O -0.906 -0.714 -12.555
C -2.254 -0.465 -12.878
O -1.226 0.448 -10.254
C -1.545 -0.867 -9.641
H 2.335 -0.241 -9.380
H 1.954 1.362 -10.230
H 3.104 0.145 -10.753
H -2.839 -1.018 -12.143
H -2.353 -0.766 -13.921
H -2.586 0.572 -12.834
H -1.420 -0.931 -8.560
H -1.048 -1.719 -10.105
H -2.579 -1.091 -9.907
C 9.186 -3.559 -5.741
O 8.245 -2.917 -4.884
P 8.455 -2.699 -3.330
O 9.786 -2.088 -3.053
O 8.303 -4.234 -2.750
C 8.279 -4.527 -1.394
O 7.192 -1.861 -2.775
C 7.004 -0.548 -3.340
H 8.752 -4.273 -6.440
H 9.956 -4.018 -5.121
H 9.647 -2.778 -6.347
H 8.581 -3.668 -0.794
H 8.902 -5.400 -1.199
H 7.294 -4.922 -1.146
H 7.801 0.182 -3.199
H 6.074 -0.168 -2.917
H 7.150 -0.515 -4.420
C 0.377 1.571 0.994
O -0.563 2.481 0.438
P -1.631 1.833 -0.592
O -2.803 2.704 -0.792
O -1.805 0.246 -0.013
C -3.057 -0.221 0.577
O -0.871 1.609 -1.956
C -0.818 2.707 -2.917
H 1.250 1.476 0.349
H 0.168 0.511 1.142
H 0.770 2.065 1.883
H -3.872 0.491 0.448
H -2.823 -0.512 1.601
H -3.363 -1.118 0.039
H -1.598 3.468 -2.895
H -1.059 2.352 -3.919
H 0.232 2.999 -2.916
C -11.363 -6.236 8.468
O -10.029 -6.041 8.287
P -9.390 -5.811 6.853
O -10.365 -5.387 5.857
O -8.623 -7.149 6.568
C -9.306 -8.432 6.489
O -8.150 -4.855 7.127
C -8.545 -3.477 7.262
H -11.538 -5.478 9.232
H -11.444 -7.271 8.798
H -12.081 -5.979 7.690
H -8.721 -9.155 5.921
H -10.246 -8.439 5.937
H -9.644 -8.729 7.482
H -8.414 -3.029 6.277
H -7.924 -2.869 7.920
H -9.581 -3.220 7.481
C 5.458 3.367 12.351
O 4.297 4.227 12.424
P 4.197 5.432 11.279
O 5.525 5.914 10.688
O 3.156 4.841 10.221
C 3.690 4.140 9.146
O 3.308 6.578 12.011
C 2.912 7.636 11.215
H 5.770 3.293 11.309
H 5.323 2.477 12.965
H 6.266 3.809 12.936
H 4.737 3.838 9.121
H 3.464 4.779 8.292
H 2.966 3.347 8.958
H 1.902 8.005 11.388
H 3.224 7.393 10.199
H 3.564 8.438 11.560
C 9.361 2.832 5.997
O 8.880 1.630 5.691
P 8.566 1.308 4.195
O 7.317 1.879 3.808
O 9.698 2.020 3.326
C 9.535 2.166 1.864
O 8.732 -0.310 4.078
C 7.783 -1.053 4.718
H 8.769 3.637 5.562
H 10.399 3.042 5.741
H 9.270 2.916 7.080
H 9.904 3.136 1.530
H 8.500 2.258 1.536
H 9.896 1.379 1.202
H 8.139 -1.598 5.592
H 7.381 -1.840 4.080
H 6.921 -0.522 5.123
C -1.338 -8.391 0.323
O -0.108 -8.412 0.998
P 1.290 -8.501 0.198
O 1.252 -8.268 -1.248
O 2.150 -7.324 0.994
C 1.633 -5.971 0.846
O 1.902 -9.912 0.683
C 2.736 -10.484 -0.201
H -1.595 -7.410 -0.079
H -2.133 -8.553 1.051
H -1.552 -9.109 -0.469
H 1.902 -5.695 -0.174
H 2.117 -5.226 1.478
H 0.561 -5.787 0.922
H 3.054 -11.414 0.272
H 3.564 -9.782 -0.300
H 2.239 -10.682 -1.151
C -8.529 10.637 -10.452
O -7.426 10.786 -9.430
P -5.849 10.331 -9.599
O -5.518 9.428 -10.750
O -5.070 11.755 -9.502
C -5.587 12.889 -8.912
O -5.401 9.601 -8.186
C -4.028 9.428 -7.863
H -8.240 10.083 -11.345
H -8.870 11.579 -10.882
H -9.333 10.136 -9.913
H -6.596 12.838 -8.503
H -5.554 13.578 -9.756
H -4.754 13.321 -8.359
H -3.815 8.368 -7.731
H -3.956 9.968 -6.919
H -3.391 9.745 -8.689
Br -2.313 -7.101 7.473
C -1.151 -5.620 6.820
C -1.197 -4.319 7.766
Br -0.301 -2.893 6.861
H -1.524 -5.362 5.829
H -0.136 -5.966 6.626
H -0.710 -4.564 8.710
H -2.237 -3.997 7.826
Br -10.107 3.684 -3.191
C -9.209 2.154 -4.210
C -8.363 1.293 -3.387
Br -7.838 -0.367 -4.418
H -8.526 2.647 -4.902
H -9.968 1.648 -4.807
H -8.935 1.117 -2.476
H -7.466 1.861 -3.138

---

152
Properties=species:S:1:pos:R:3 method="wB97M-V/def2-TZVPD" charge=0 smiles="COP(=O)(OC)OC.COP(=O)(OC)OC.COP(=O)(OC)OC.COP(=O)(OC)OC.COP(=O)(OC)OC.COP(=O)(OC)OC.COP(=O)(OC)OC.COP(=O)(OC)OC.BrCCBr.BrCCBr" de_lowest_kcal_mol=66.5 total_energy_ev=-450349.074
C -5.101 -5.362 0.594
O -4.170 -5.302 -0.468
P -2.787 -6.165 -0.479
O -2.661 -7.274 0.513
O -2.699 -6.736 -2.010
C -3.833 -7.616 -2.447
O -1.710 -5.000 -0.399
C -1.468 -4.390 0.849
H -4.655 -5.619 1.555
H -5.934 -6.023 0.353
H -5.612 -4.428 0.826
H -4.502 -7.186 -3.192
H -4.554 -7.894 -1.678
H -3.423 -8.510 -2.917
H -1.929 -4.790 1.751
H -1.896 -3.398 0.703
H -0.413 -4.288 1.106
C 2.721 -2.860 -5.383
O 2.386 -1.486 -5.269
P 3.408 -0.364 -4.623
O 2.967 1.056 -4.532
O 3.696 -1.095 -3.156
C 4.847 -0.728 -2.404
O 4.800 -0.531 -5.399
C 5.005 0.092 -6.630
H 2.049 -3.552 -4.875
H 3.748 -3.009 -5.052
H 2.703 -3.221 -6.412
H 5.453 -1.630 -2.322
H 4.523 -0.444 -1.403
H 5.495 0.036 -2.832
H 4.905 1.177 -6.628
H 4.344 -0.298 -7.404
H 6.033 -0.078 -6.950
C 2.330 3.081 5.726
O 1.533 1.872 5.860
P 0.814 1.527 7.247
O 0.575 0.067 7.426
O -0.475 2.495 7.359
C -1.502 2.342 6.404
O 1.822 2.088 8.388
C 1.531 2.043 9.775
H 3.359 2.752 5.876
H 2.111 3.784 6.529
H 2.187 3.572 4.763
H -1.445 3.156 5.681
H -2.482 2.486 6.859
H -1.639 1.432 5.820
H 0.706 1.344 9.920
H 1.173 3.015 10.114
H 2.400 1.677 10.323
C -0.614 8.234 -2.413
O 0.578 7.467 -2.296
P 1.433 7.045 -3.593
O 2.014 8.221 -4.288
O 2.471 5.917 -3.116
C 3.388 5.478 -4.073
O 0.354 6.169 -4.420
C -0.224 5.020 -3.818
H -1.048 8.334 -1.418
H -1.407 7.729 -2.965
H -0.465 9.198 -2.900
H 3.248 5.823 -5.098
H 3.369 4.396 -3.940
H 4.406 5.774 -3.819
H -0.211 4.281 -4.620
H -1.275 5.160 -3.563
H 0.180 4.655 -2.874
C 0.013 -2.967 7.170
O 0.098 -3.638 5.986
P -0.794 -3.210 4.674
O -1.839 -2.147 4.924
O 0.264 -2.842 3.452
C 0.624 -1.496 3.132
O -1.463 -4.628 4.217
C -2.353 -5.367 5.052
H -0.443 -1.978 7.217
H 1.059 -2.745 7.379
H -0.335 -3.615 7.974
H 1.711 -1.459 3.067
H 0.149 -0.725 3.739
H 0.419 -1.224 2.096
H -3.215 -5.678 4.462
H -2.638 -4.736 5.893
H -1.890 -6.257 5.480
C 0.520 -2.667 -1.762
O 1.024 -3.716 -0.976
P 2.341 -4.454 -1.450
O 2.149 -5.051 -2.775
O 3.470 -3.326 -1.253
C 3.421 -2.779 0.139
O 2.570 -5.540 -0.323
C 1.469 -6.351 -0.002
H 1.075 -1.735 -1.656
H -0.505 -2.428 -1.479
H 0.387 -2.956 -2.805
H 4.402 -2.633 0.591
H 2.969 -3.480 0.841
H 2.811 -1.876 0.106
H 0.644 -6.397 -0.712
H 1.115 -6.229 1.022
H 1.709 -7.409 0.106
C -5.898 -0.259 -4.958
O -4.647 0.444 -4.759
P -3.263 -0.432 -4.650
O -3.041 -1.535 -5.670
O -2.132 0.766 -4.682
C -2.089 1.681 -3.628
O -3.236 -0.968 -3.142
C -3.818 -2.156 -2.632
H -6.403 0.059 -5.870
H -6.580 -0.107 -4.121
H -5.850 -1.335 -5.123
H -1.014 1.786 -3.482
H -2.560 1.400 -2.686
H -2.421 2.682 -3.903
H -3.333 -2.954 -3.195
H -4.896 -2.170 -2.791
H -3.648 -2.208 -1.557
C -0.070 2.414 2.429
O 0.168 1.367 1.523
P 0.325 1.642 -0.100
O -0.335 2.823 -0.780
O 1.896 1.603 -0.301
C 2.506 2.053 -1.500
O -0.154 0.197 -0.607
C -1.328 -0.438 -0.051
H -0.856 3.099 2.111
H 0.812 3.041 2.559
H -0.320 2.111 3.446
H 1.854 1.890 -2.358
H 3.427 1.471 -1.515
H 2.846 3.088 -1.445
H -1.191 -1.202 0.715
H -1.848 -0.897 -0.892
H -1.963 0.299 0.442
Br -3.745 2.168 1.625
C -4.557 3.901 1.219
C -3.771 4.669 0.161
Br -4.910 6.175 -0.443
H -4.527 4.443 2.164
H -5.572 3.710 0.872
H -3.641 4.054 -0.729
H -2.834 4.995 0.613
Br 1.859 5.973 1.828
C 3.307 4.670 1.163
C 4.467 5.280 0.354
Br 5.386 3.905 -0.638
H 2.824 3.858 0.619
H 3.704 4.085 1.993
H 5.155 5.879 0.952
H 4.054 6.001 -0.351